The following is a DFT calculation (wB97M-V/def2-TZVPD) of a structure of composition C21H35AuBN7O7P2 at a distorted geometry.

**LUMO (alpha / beta)**: -2.83 / -2.83 eV
**Highest occupied orbital energy (alpha / beta)**: -7.61 / -7.61 eV
**Molecular weight**: 767.3 g mol⁻¹
**F_max**: 2.46 eV/Å
**Energy**: -2574.6248 Eh

```
74
Properties=species:S:1:pos:R:3:forces:R:3:lowdin_charge:R:1
N -0.44795 3.13438 1.74611 0.54 0.11 0.19 -0.144
H -4.18125 -3.02312 1.51131 -0.08 -0.10 0.02 0.107
H 2.74905 2.24928 -0.99059 0.03 0.06 -0.08 0.062
H 2.17375 -4.13112 0.36941 0.02 0.05 0.01 0.109
H 1.25925 -2.77842 1.05411 0.00 -0.17 0.00 0.051
H -1.30315 4.93958 2.26941 0.04 0.06 -0.01 0.095
H -5.52765 1.29328 0.35301 -0.11 -0.05 -0.01 0.108
C 1.77335 -3.42812 -2.21449 0.01 -0.10 -0.32 -0.048
H -5.43745 -0.93442 1.04671 -0.07 0.02 0.05 0.112
H -1.97385 3.46738 -0.50629 0.07 0.04 -0.03 0.121
C -1.65175 -1.14142 0.21521 -1.65 -0.44 1.18 -0.235
O 3.12775 -0.99092 2.47301 -0.51 0.53 -0.37 -0.264
C 1.93005 2.96958 -0.99179 0.06 0.06 -0.38 -0.058
C -0.14565 -2.44202 -1.06639 -0.31 -0.52 -0.85 -0.381
H 0.26155 4.64898 3.04271 0.03 0.01 0.01 0.091
H -2.27715 -2.21792 -3.52249 0.03 0.04 0.01 0.101
C 1.21685 -0.05892 -3.01429 0.35 -0.25 0.55 -0.162
H -1.81255 -3.16722 0.86301 0.11 -0.07 0.04 0.125
H 1.98845 -0.62272 5.03921 0.04 -0.23 0.46 0.078
H 2.74425 -2.93092 -2.17369 0.00 0.01 -0.01 0.096
H 2.31235 3.93348 -1.33539 0.02 -0.02 -0.04 0.097
H -2.11905 -4.61272 -2.30039 0.04 0.02 0.00 0.098
N -0.40835 -1.40632 -0.28639 2.22 1.05 -0.01 0.059
H 3.24315 2.82738 1.22241 -0.04 0.18 0.02 0.075
N 1.03525 -3.09072 -1.01339 -0.06 0.30 0.08 -0.149
N 1.39305 3.12978 0.33831 -0.04 -0.01 0.10 -0.141
H 1.25115 -3.06562 -3.09699 -0.01 -0.07 -0.01 0.091
H -1.04475 1.29258 2.50371 -0.14 0.06 0.03 0.078
O 0.95855 0.31518 2.08711 0.21 0.20 -2.29 -0.340
C -4.46015 1.32918 0.19591 0.04 0.32 -0.11 -0.043
N -0.31765 1.62288 -0.05579 1.22 0.28 0.44 0.047
H 1.98205 3.30278 2.34001 -0.05 0.06 0.05 0.093
H 2.72295 -2.47512 0.09431 0.05 -0.03 -0.06 0.060
C -2.34655 -2.23492 0.75191 1.03 0.70 -0.37 -0.013
C -2.29255 0.14068 0.16861 -0.12 0.08 0.13 -0.042
N -1.03995 -2.86172 -2.00199 0.47 0.10 0.40 -0.116
H 1.15095 2.62308 -1.66549 0.02 0.10 -0.04 0.080
C -2.12555 -2.02952 -2.45899 -0.21 0.38 -0.14 -0.026
C -1.10185 -4.23742 -2.44719 -0.06 -0.21 0.03 -0.037
C -4.37475 -0.99412 0.86261 0.25 -0.67 0.15 -0.030
N 1.60145 -0.25442 -1.93719 -0.14 0.17 0.81 0.048
H 1.94235 -4.50442 -2.29439 -0.04 0.00 -0.01 0.095
C -0.30305 4.52218 2.11541 -0.12 0.18 -0.05 -0.054
O 1.78885 0.02848 4.36801 -0.15 0.23 -0.81 -0.095
H -1.86525 -0.97992 -2.32979 -0.08 -0.06 -0.10 0.094
H -0.99605 2.61108 3.66911 -0.01 -0.01 0.02 0.100
H -0.42565 -0.21162 -4.46499 -0.32 -0.10 0.04 0.008
P 1.61235 -0.74002 2.96871 0.50 -1.39 1.77 0.199
C -1.26345 2.34798 2.64361 -0.11 -0.22 0.00 -0.031
H 5.63305 -1.55032 1.29371 0.51 -0.19 0.20 0.073
H 2.69265 4.52038 1.24201 -0.05 0.02 0.06 0.097
O 3.32325 0.63268 0.48051 -1.89 -0.13 -0.89 -0.364
C 1.83655 -3.10632 0.19081 0.04 -0.13 0.40 -0.057
H -4.42575 3.38288 -0.40769 -0.10 0.05 0.03 0.107
H 1.39725 -0.46222 -5.20709 0.21 -0.33 -0.05 0.016
C -3.68465 -2.15952 1.09851 -0.80 0.52 -0.12 -0.068
O 4.86315 -1.30132 0.78761 -0.52 0.46 -0.19 -0.121
H -2.33105 2.53758 2.49241 0.02 -0.02 0.01 0.095
C -3.70455 0.15668 0.40281 0.04 0.16 -0.05 -0.165
H 0.83875 1.32148 -4.68049 -0.08 0.30 0.05 0.016
C 0.20025 2.60538 0.67401 -0.97 -0.27 -0.36 -0.410
C 2.37475 3.48028 1.34461 0.36 0.00 0.18 -0.037
P 4.12115 -0.08712 1.55161 1.25 -0.81 0.74 0.205
C -1.66805 1.40868 -0.03879 -1.28 0.95 -0.60 -0.236
O 5.04145 0.72298 2.35581 -0.18 -0.04 -0.06 -0.253
H -0.85435 -4.32472 -3.50789 0.02 0.02 0.03 0.099
H 0.18865 5.07468 1.31711 -0.02 0.01 0.06 0.094
Au 1.31995 -0.06252 0.03951 0.16 -0.67 0.68 1.315
C -2.46955 2.53888 -0.26349 0.51 -0.75 -0.21 -0.026
B 0.71415 0.15368 -4.44409 -0.02 0.23 -0.51 -0.398
H -3.06045 -2.24132 -1.92449 0.13 0.02 -0.01 0.100
C -3.85055 2.49338 -0.19769 -0.42 -0.29 0.30 -0.073
O 0.94935 -2.04592 3.12391 0.10 0.23 -0.17 -0.270
H -0.42105 -4.85192 -1.86769 0.02 -0.04 0.01 0.090
```
Positions in Å, forces in eV/Å.

The following is a DFT calculation (wB97M-V/def2-TZVPD) of a cluster of 7 separate species, C21H35BN2O21 in total.

**LUMO**: 0.29 eV
**Highest occupied orbital energy**: -8.46 eV
**Molecular weight**: 662.3 g mol⁻¹
**F_max**: 0.79 eV/Å
**Energy**: -2535.7584 Eh

```
80
Properties=species:S:1:pos:R:3:forces:R:3:lowdin_charge:R:1
H -2.11590 -0.43989 -0.20146 0.11 0.05 0.21 0.106
O 4.64561 -2.62845 -1.27052 -0.02 0.06 0.01 0.048
C -2.94420 5.21008 1.13024 -0.03 -0.09 -0.12 -0.106
H 2.40370 5.98586 0.84865 -0.05 -0.05 -0.06 0.132
H -1.88343 3.38694 0.50917 0.06 0.00 0.05 0.115
H 2.92707 -3.47137 2.71501 -0.12 -0.05 0.02 0.135
N 0.17214 1.53436 0.13835 -0.21 0.53 -0.07 0.079
C 4.32620 5.14690 1.51512 -0.09 0.00 -0.03 -0.097
C -0.01695 1.43006 -1.29246 -0.03 0.10 0.31 -0.291
C -2.18279 -1.29623 4.71757 0.13 -0.08 0.03 -0.583
O 4.42627 -2.22195 -3.44537 -0.01 0.00 -0.03 0.056
C 2.26842 -1.38807 2.97295 0.03 -0.10 -0.04 -0.085
O -4.48117 1.02167 -2.09797 -0.41 0.00 0.07 0.170
O -0.31094 0.10787 -1.66500 0.12 -0.29 -0.53 -0.133
H 4.09926 -0.17963 -3.29192 0.09 -0.05 -0.06 0.133
C -4.05882 -1.94856 3.63266 -0.01 0.08 -0.06 -0.101
H 3.27523 -2.41951 1.32921 0.03 0.01 0.02 0.118
H -2.56801 -2.03599 2.04797 0.04 0.00 0.00 0.115
C 3.83176 -1.09890 -2.78021 -0.05 -0.01 0.09 -0.104
C -1.97363 4.44213 0.24526 -0.11 -0.03 0.08 -0.113
O 3.57142 1.92571 0.69082 -0.02 -0.02 -0.02 0.133
C -1.59389 -0.15331 -2.22199 -0.02 -0.04 0.18 -0.150
N -3.05474 -1.98218 -1.22832 0.03 -0.06 0.27 0.078
B -3.93234 0.32060 -1.05544 -0.09 -0.02 0.07 -0.618
H -2.18949 4.53334 -0.81539 0.11 0.11 -0.03 0.131
H 3.71974 -0.88429 -0.61002 0.01 -0.09 0.05 0.118
H 3.08292 -0.67103 3.01523 -0.04 0.05 -0.09 0.134
H -0.82145 2.09603 -1.63716 -0.11 -0.10 0.01 0.107
H 4.80462 5.58274 0.63720 -0.01 0.00 -0.02 0.131
O 1.16782 -0.81818 2.24844 -0.05 0.04 0.05 0.061
H 0.89542 1.75152 -1.80621 0.04 0.01 0.01 0.120
O -0.73089 5.09212 0.55285 0.02 0.01 -0.07 0.057
O -1.03620 -3.71856 -3.04472 0.11 0.03 0.04 0.036
C -0.00010 -4.69599 -2.87614 -0.01 -0.06 -0.03 -0.096
C 3.57275 3.08827 0.96890 0.05 0.00 0.00 -0.583
O 4.61034 3.73704 1.53217 0.05 0.02 0.01 0.064
H -1.93653 0.71184 -2.80242 0.10 0.09 0.04 0.114
H -0.07585 0.68715 0.62955 0.04 -0.05 -0.12 0.047
H 5.35765 -0.69129 -1.27012 0.01 0.00 -0.02 0.136
C 4.77034 -3.14460 -2.51755 -0.06 0.04 0.01 -0.578
H -4.33853 0.61290 -2.95254 0.32 0.15 -0.21 0.104
C -3.10407 -1.30010 2.64554 -0.10 -0.11 0.06 -0.101
O -0.43577 -1.64859 0.91148 -0.17 -0.07 0.11 0.142
H 4.72270 5.60944 2.41356 0.01 -0.09 0.06 0.133
H -2.85972 -2.36974 -2.14385 -0.23 0.08 -0.03 0.028
O -4.55526 0.45644 0.17750 0.75 0.20 0.14 0.140
H -4.87484 -1.28495 3.92260 0.00 0.01 0.01 0.131
O -3.08760 -3.74632 -3.96301 0.04 0.03 -0.01 0.160
O -2.16551 -0.66228 3.53128 0.04 0.11 -0.17 0.060
H -3.56340 -0.56819 1.98621 0.05 0.04 0.11 0.112
H 0.96859 -4.20550 -2.87342 -0.03 0.07 -0.04 0.129
O -2.10414 5.63064 2.21038 -0.06 0.01 0.02 0.069
H 2.74715 -1.21916 -2.79005 -0.01 0.02 0.02 0.130
O 5.12084 -4.25282 -2.76025 -0.01 0.00 0.01 0.162
H 0.31134 -5.27010 -4.95859 0.02 0.01 0.00 0.134
H -0.01528 -6.65027 -3.88489 -0.09 -0.03 0.02 0.133
H -4.80037 1.36525 0.36416 -0.57 0.00 -0.14 0.099
H -3.76179 4.60870 1.51672 0.05 -0.02 0.09 0.129
C -0.82932 5.65285 1.77454 0.04 -0.07 0.01 -0.567
H 1.93673 -1.63364 3.98205 -0.06 0.01 -0.01 0.136
C 2.57229 -2.62232 2.13882 0.24 0.06 0.08 -0.098
O -3.21691 -2.16569 4.77552 -0.07 0.00 0.02 0.058
O 2.54277 3.92157 0.75636 -0.05 -0.04 -0.02 0.056
H 2.32460 5.14543 2.40156 -0.01 0.00 0.02 0.123
H -2.50716 -2.53191 -0.57638 0.08 0.04 -0.06 0.061
H -3.34572 6.09718 0.63850 0.00 0.00 -0.02 0.132
C 4.40919 -1.21677 -1.38160 -0.08 0.14 -0.02 -0.109
O -1.63665 -5.43620 -4.31226 0.00 -0.06 -0.03 0.067
H 1.10183 1.84106 0.38143 0.05 -0.22 0.09 0.038
O -1.38843 -1.12794 5.59019 -0.09 -0.03 -0.07 0.149
O 1.29730 -2.92064 1.56031 0.00 -0.15 -0.01 0.071
C 0.57575 -1.78499 1.52618 0.16 0.10 -0.05 -0.561
O 0.08667 6.10651 2.38663 -0.05 0.06 -0.02 0.148
H -0.15544 -5.20473 -1.92458 0.00 -0.02 0.00 0.136
C -2.02599 -4.25500 -3.79169 0.05 -0.08 -0.08 -0.576
C 2.80899 5.16508 1.42945 0.19 0.05 0.02 -0.105
C -0.23156 -5.60352 -4.07374 0.04 0.06 0.04 -0.101
H -1.45576 -0.97679 -2.92641 0.00 -0.01 0.02 0.119
C -2.62568 -0.56105 -1.15040 -0.11 -0.25 -0.25 -0.235
H -4.46322 -2.89805 3.29574 0.05 -0.05 0.03 0.132
```
Positions in Å, forces in eV/Å.